# C2H5N4O2

The ion C2H5N4O2 with charge +1 (ωB97M-V with the def2-TZVPD basis set, the OMol25 dataset).

As for the net charge: +1. The value obtained for the energy above the lowest of the compared OMol25 structures with the same formula, charge and spin is 75.92 kcal per mole. As for the HOMO energy: -15.878 eV. The SMILES is OOCn1nnc[nH+]1. The value obtained for the electronic energy is -448.27289 Eh. For the gap between HOMO and LUMO, the calculation gives 10.635 eV.

Each line ends with the Löwdin charge.
Cartesian coordinates (Å):
O 2.30 -0.14 1.37  0.041
O 2.15 -0.58 0.02  -0.065
C 1.30 0.24 -0.65  -0.099
N -0.14 -0.17 -0.42  -0.063
N -0.61 -1.36 -0.59  0.154
N -1.88 -1.37 -0.27  0.117
C -2.20 -0.13 0.09  -0.045
N -1.12 0.64 0.01  0.179
H 1.47 -0.39 1.81  0.109
H 1.51 0.15 -1.72  0.162
H 1.38 1.27 -0.29  0.150
H -3.17 0.21 0.42  0.155
H -0.99 1.62 0.21  0.205